*w*
Formula: C6H11NO
Source: the Open Molecules 2025 dataset
Level of theory: ωB97M-V/def2-TZVPD

Element x y z (Å)
1 C -1.525 0.439 1.457
2 N -0.493 -0.032 0.721
3 C 0.795 -0.366 1.328
4 C 1.753 0.363 0.377
5 C 1.111 0.185 -0.986
6 C -0.384 0.284 -0.709
7 C -1.238 -0.684 -1.511
8 O -2.321 1.263 1.058
9 H -1.560 -0.008 2.462
10 H 0.792 -0.022 2.360
11 H 1.008 -1.438 1.273
12 H 1.660 1.398 0.713
13 H 2.802 0.105 0.509
14 H 1.324 -0.814 -1.369
15 H 1.491 0.911 -1.702
16 H -0.802 1.283 -0.865
17 H -2.279 -0.776 -1.188
18 H -1.248 -0.381 -2.559
19 H -0.886 -1.710 -1.368

Values from the calculation:
SMILES: C[C@@H]1CCCN1C=O
highest occupied orbital energy: -9.2 eV
HOMO-LUMO gap: 10.13 eV

---

*x*
Formula: C6H11NO
Source: the Open Molecules 2025 dataset
Level of theory: ωB97M-V/def2-TZVPD

Element x y z (Å)
1 C 2.182 -0.283 0.477
2 C 1.049 0.650 0.190
3 C -1.370 -0.835 0.959
4 C -1.158 1.596 -0.680
5 C -0.781 -0.905 -0.381
6 C -0.155 0.436 -0.816
7 N 2.739 -1.000 -0.430
8 O 1.113 1.757 0.670
9 H 2.495 -0.293 1.502
10 H 0.482 0.479 -1.788
11 H -2.437 -0.295 0.941
12 H -0.620 -0.317 1.633
13 H -1.475 -1.764 1.337
14 H -0.618 2.395 -1.036
15 H -2.057 1.331 -1.163
16 H -1.383 1.864 0.351
17 H 0.048 -1.708 -0.443
18 H -1.549 -1.412 -1.224
19 H 3.496 -1.695 -0.097

Values from the calculation:
SMILES: [H]/N=C/C(=O)[C@H](C)CC
highest occupied orbital energy: -9.5 eV
HOMO-LUMO gap: 9.67 eV

---

*y*
Formula: C6H11NO
Source: the Open Molecules 2025 dataset
Level of theory: ωB97M-V/def2-TZVPD

Element x y z (Å)
1 C -2.079 -0.530 0.119
2 C 1.385 -0.897 0.357
3 C 0.182 1.235 1.269
4 C 0.046 -0.265 1.200
5 C -1.621 -0.151 -1.076
6 N 1.910 -0.175 -0.786
7 C -1.225 0.523 -2.102
8 O -0.285 -0.975 2.136
9 H 1.919 -0.766 -1.612
10 H 2.877 0.086 -0.626
11 H -1.887 -1.506 0.544
12 H -3.070 -0.222 0.433
13 H 2.096 -0.856 1.188
14 H 1.168 -1.950 0.147
15 H 0.531 1.647 0.325
16 H -0.796 1.664 1.488
17 H 0.895 1.499 2.049
18 H -0.323 0.211 -2.630
19 H -1.725 1.428 -2.423

Values from the calculation:
SMILES: CC(=O)CN.C=C=C
highest occupied orbital energy (spin up / spin down): -8.3 / -7.4 eV
HOMO-LUMO gap (spin up / spin down): 8.77 / 6.45 eV

---

Energies, relative to the best one, in kcal/mol: *w* 0.0; *x* 54.5; *y* 141.0.